[1]
Formula: C44H54I2MoN6O
Source: OMol25
Level of theory: ωB97M-V/def2-TZVPD

Each line ends with the Mulliken charge.
Positions of all 108 atoms, in Å:
Mo (-0.1465, -0.0647, -0.1212)  -0.05
C (3.2799, -2.4681, -4.6868)  -0.85
C (1.9320, -1.8435, -5.0726)  -1.20
C (0.9647, -1.7728, -3.9299)  0.68
C (-0.0140, -2.6585, -3.6051)  0.47
C (-0.3540, -3.9650, -4.2535)  -1.24
C (0.1793, -5.1642, -3.4558)  -0.95
C (-0.6684, -2.1269, -2.4417)  0.31
N (-0.0896, -0.9464, -2.0264)  0.06
C (0.9071, -0.7208, -2.9544)  -0.25
C (1.7302, 0.3761, -2.9731)  -0.60
C (1.6613, 1.4439, -2.1146)  -0.11
C (2.4336, 2.6395, -2.2549)  0.99
C (3.5349, 2.8304, -3.2516)  -1.21
C (4.8214, 2.0997, -2.8411)  -0.92
C (1.9819, 3.5141, -1.3079)  0.90
C (0.9566, 2.8360, -0.5797)  -0.54
C (0.2590, 3.3607, 0.4742)  -0.83
C (-0.7679, 2.7297, 1.1211)  0.38
N (-1.2779, 1.4808, 0.7982)  0.04
C (-2.3623, 1.3447, 1.6431)  0.12
C (-3.2140, 0.2720, 1.6468)  -0.71
C (-3.0993, -0.8112, 0.8146)  -0.25
N (-2.0592, -1.0096, -0.0775)  0.01
C (-2.4423, -2.1468, -0.7796)  -1.26
C (-1.7645, -2.6888, -1.8473)  -0.20
C (-3.6683, -2.6856, -0.2687)  0.84
C (-4.0743, -1.8573, 0.7298)  0.73
C (-5.3389, -1.9327, 1.5317)  -1.34
C (-6.4429, -1.0218, 0.9735)  -1.13
C (-4.3361, -3.9406, -0.7424)  -1.31
C (-3.8207, -5.1775, 0.0080)  -1.06
C (-2.4997, 2.4736, 2.5206)  0.97
C (-1.5031, 3.3355, 2.1961)  0.70
C (-1.1499, 4.6379, 2.8453)  -1.36
C (-0.0104, 4.4780, 3.8625)  -0.92
C (-3.5440, 2.6074, 3.5856)  -1.25
C (-3.2279, 1.7599, 4.8250)  -0.97
N (0.7871, 1.5456, -1.0414)  0.51
C (2.4617, 4.9016, -1.0095)  -1.29
C (3.4531, 4.9324, 0.1618)  -0.89
H (3.8823, -2.6688, -5.5739)  0.46
H (3.1362, -3.4117, -4.1553)  0.19
H (3.8576, -1.7972, -4.0437)  0.10
H (1.4795, -2.4224, -5.8774)  0.46
H (2.0968, -0.8444, -5.4807)  0.48
H (0.0604, -3.9861, -5.2615)  0.35
H (-1.4369, -4.0527, -4.3700)  0.46
H (1.2700, -5.1405, -3.4058)  0.25
H (-0.1164, -6.1032, -3.9241)  0.41
H (-0.2007, -5.1597, -2.4306)  0.20
H (2.4551, 0.4352, -3.7761)  0.34
H (3.7416, 3.8950, -3.3591)  0.37
H (3.2107, 2.4837, -4.2355)  0.48
H (5.1877, 2.4728, -1.8809)  0.25
H (5.6078, 2.2497, -3.5815)  0.44
H (4.6510, 1.0232, -2.7432)  0.13
H (0.5061, 4.3654, 0.7921)  0.44
H (-4.0577, 0.2999, 2.3257)  0.59
H (-2.1557, -3.6028, -2.2755)  0.39
H (-5.1353, -1.6791, 2.5749)  0.44
H (-5.6920, -2.9650, 1.5357)  0.44
H (-6.1361, 0.0268, 0.9753)  0.27
H (-7.3532, -1.1112, 1.5670)  0.41
H (-6.6809, -1.2941, -0.0564)  0.33
H (-4.1852, -4.0702, -1.8150)  0.51
H (-5.4129, -3.8430, -0.6011)  0.45
H (-2.7389, -5.2867, -0.1121)  0.20
H (-4.2957, -6.0841, -0.3667)  0.43
H (-4.0315, -5.0995, 1.0767)  0.30
H (-2.0310, 5.0410, 3.3439)  0.41
H (-0.8680, 5.3748, 2.0899)  0.49
H (-0.3129, 3.8194, 4.6800)  0.24
H (0.2712, 5.4412, 4.2901)  0.43
H (0.8761, 4.0419, 3.3911)  0.16
H (-4.5213, 2.3284, 3.1833)  0.42
H (-3.6278, 3.6546, 3.8771)  0.39
H (-3.1837, 0.6942, 4.5799)  0.22
H (-3.9922, 1.8958, 5.5908)  0.45
H (-2.2645, 2.0468, 5.2545)  0.23
H (1.6095, 5.5487, -0.7915)  0.41
H (2.9373, 5.3175, -1.8976)  0.45
H (3.0032, 4.5254, 1.0732)  0.13
H (3.7735, 5.9532, 0.3737)  0.44
H (4.3429, 4.3416, -0.0696)  0.23
C (3.7850, -2.1055, -0.6681)  -0.98
C (3.0142, -1.0220, 0.0079)  0.04
O (1.7825, -0.9469, -0.1705)  0.43
N (3.6351, -0.1451, 0.7756)  0.02
C (2.8965, 0.9240, 1.4462)  -0.14
C (1.9069, 0.3802, 2.4471)  0.54
C (2.2949, 0.2466, 3.7682)  -0.93
C (1.4069, -0.2439, 4.7105)  -0.83
C (0.1348, -0.5829, 4.2938)  -1.30
C (-0.1849, -0.4283, 2.9608)  -0.60
N (0.6686, 0.0436, 2.0378)  1.70
H (3.5934, -2.0470, -1.7408)  -0.03
H (3.4120, -3.0693, -0.3186)  0.15
H (4.8552, -2.0397, -0.4793)  0.43
H (4.6301, -0.2255, 0.9035)  0.35
H (2.3960, 1.5369, 0.7032)  -1.08
H (3.6184, 1.5505, 1.9607)  0.84
H (3.2985, 0.5394, 4.0535)  0.59
H (1.7045, -0.3559, 5.7460)  0.52
H (-0.6080, -0.9686, 4.9793)  0.63
H (-1.1649, -0.7079, 2.6107)  0.60
I (-0.1280, -3.3522, 1.0627)  0.57
I (2.0590, -4.2307, 2.3187)  -0.21

The HOMO energy (alpha / beta) is -0.44285 / -0.44247 Eh. The value obtained for the lowest unoccupied orbital energy (alpha / beta) is -0.238 / -0.239 Eh. For the gap between HOMO and LUMO (alpha / beta), the calculation gives 5.585 / 5.545 eV. For the total energy, the calculation gives -2776.114635 Eh. The charge is +2.



[2]
Formula: C44H55As2FN3O5Pb
Source: OMol25
Level of theory: ωB97M-V/def2-TZVPD

Each line ends with the Mulliken charge.
Positions of all 111 atoms, in Å:
Pb (-1.8167, 1.0183, -1.4515)  1.15
C (-2.5631, -6.9964, 0.3414)  -0.96
C (-2.2620, -5.8532, 1.2964)  -0.97
N (-1.8702, -4.6270, 0.5979)  0.16
C (-2.7647, -3.6246, 0.4750)  -0.12
C (-2.5647, -2.4613, -0.2020)  -0.36
C (-3.6644, -1.4330, -0.1030)  -0.14
O (-4.7760, -1.7934, 0.2472)  -0.73
O (-3.3316, -0.2121, -0.3337)  -0.31
C (-1.3569, -2.2946, -0.9445)  1.45
O (-1.1103, -1.3597, -1.7257)  -0.98
C (-0.3507, -3.3474, -0.7433)  0.36
C (0.9238, -3.1686, -1.2745)  -0.94
C (1.8877, -4.1089, -1.0619)  0.44
F (3.1142, -3.9191, -1.6194)  -0.42
C (1.6559, -5.2628, -0.3018)  -0.54
C (0.3908, -5.4367, 0.2295)  -1.05
C (-0.6203, -4.4912, 0.0171)  0.69
N (2.6403, -6.2499, -0.0223)  0.18
C (2.4310, -7.5838, -0.5347)  -0.72
C (3.1537, -7.8030, -1.8570)  -0.72
N (4.6241, -7.5636, -1.6222)  -0.12
C (4.8877, -6.1671, -1.1081)  -0.59
C (4.0414, -5.9294, 0.1390)  -0.91
H (-2.8549, -7.8837, 0.9015)  0.39
H (-1.6954, -7.2476, -0.2686)  0.23
H (-3.3798, -6.7301, -0.3283)  0.34
H (-1.4820, -6.1180, 2.0122)  0.41
H (-3.1430, -5.6032, 1.8843)  0.46
H (-3.7159, -3.7621, 0.9739)  0.52
H (1.1427, -2.2826, -1.8525)  0.50
H (0.2199, -6.3000, 0.8553)  0.61
H (1.3694, -7.7763, -0.6731)  0.38
H (2.7988, -8.3142, 0.1980)  0.36
H (2.8406, -7.0799, -2.6104)  0.34
H (3.0424, -8.8144, -2.2442)  0.42
H (5.1523, -7.7219, -2.4808)  0.35
H (4.9645, -8.2465, -0.9397)  0.38
H (4.6272, -5.4957, -1.9200)  0.43
H (5.9533, -6.0988, -0.8943)  0.35
H (4.1634, -4.8955, 0.4531)  0.48
H (4.4358, -6.5579, 0.9487)  0.38
C (-0.7611, 6.0841, -0.3838)  -1.40
As (-0.4675, 4.1504, -0.4696)  0.43
C (0.7402, 4.1506, -2.0066)  -0.77
C (0.7677, 4.0232, 1.0659)  -0.49
C (2.1283, 4.6081, 0.8731)  0.05
C (2.4264, 5.8991, 1.3014)  -0.39
C (3.6898, 6.4408, 1.1066)  -0.71
C (4.6789, 5.6933, 0.4860)  -0.57
C (4.3940, 4.4016, 0.0626)  -0.73
C (3.1300, 3.8678, 0.2494)  0.27
H (0.1951, 6.6061, -0.3218)  0.46
H (-1.3615, 6.3272, 0.4928)  0.38
H (-1.2941, 6.4176, -1.2734)  0.41
H (1.5679, 4.8474, -1.8717)  0.40
H (0.1554, 4.4453, -2.8790)  0.45
H (1.1365, 3.1505, -2.1701)  -0.14
H (0.8222, 2.9734, 1.3362)  -0.56
H (0.2311, 4.5511, 1.8594)  0.70
H (1.6616, 6.4842, 1.7987)  0.45
H (3.9018, 7.4458, 1.4477)  0.38
H (5.6657, 6.1114, 0.3369)  0.39
H (5.1617, 3.8041, -0.4144)  0.46
H (2.9204, 2.8553, -0.0711)  0.46
C (6.3328, 0.7338, 0.9024)  -1.80
C (4.8510, 0.5213, 0.7600)  0.89
C (4.2715, 0.3167, -0.4814)  -1.32
C (2.8948, 0.1572, -0.6296)  1.32
C (2.3246, 0.0336, -2.0185)  -1.65
C (2.0926, 0.1565, 0.5088)  1.48
C (2.6563, 0.3324, 1.7796)  0.83
C (1.7942, 0.3485, 3.0121)  -1.59
C (4.0250, 0.5315, 1.8801)  -1.01
C (0.5950, -0.0111, 0.3929)  -0.15
O (0.0324, -0.9718, 0.8932)  -0.61
O (0.0031, 1.0008, -0.1709)  -0.42
H (6.7926, 0.9672, -0.0577)  0.38
H (6.8240, -0.1571, 1.2995)  0.38
H (6.5447, 1.5547, 1.5884)  0.42
H (4.8981, 0.3155, -1.3677)  0.37
H (2.9911, -0.5483, -2.6577)  0.45
H (2.2185, 1.0188, -2.4775)  0.16
H (1.3388, -0.4308, -2.0330)  0.09
H (0.9777, 1.0666, 2.9156)  0.28
H (2.3813, 0.6192, 3.8878)  0.43
H (1.3338, -0.6251, 3.1779)  0.27
H (4.4597, 0.7082, 2.8577)  0.35
C (-4.7907, 2.3253, 1.6201)  -1.24
As (-4.1999, 2.5474, -0.2135)  0.74
C (-5.7604, 1.8299, -1.1226)  -1.20
C (-4.4119, 4.4935, -0.5072)  -0.90
C (-5.7528, 5.0534, -0.1520)  0.43
C (-6.0156, 5.5037, 1.1402)  -0.25
C (-7.2680, 5.9891, 1.4848)  -0.67
C (-8.2820, 6.0348, 0.5391)  -0.46
C (-8.0307, 5.5969, -0.7529)  -0.64
C (-6.7772, 5.1122, -1.0939)  -0.36
H (-5.7471, 2.8269, 1.7688)  0.42
H (-4.0490, 2.7244, 2.3104)  0.34
H (-4.9007, 1.2552, 1.7924)  0.38
H (-6.6596, 2.3592, -0.8078)  0.40
H (-5.8300, 0.7760, -0.8561)  0.33
H (-5.6477, 1.9199, -2.2030)  0.34
H (-4.1839, 4.6582, -1.5629)  0.59
H (-3.6176, 4.9699, 0.0708)  0.13
H (-5.2269, 5.4785, 1.8836)  0.39
H (-7.4505, 6.3367, 2.4933)  0.39
H (-9.2586, 6.4156, 0.8058)  0.39
H (-8.8128, 5.6363, -1.4999)  0.39
H (-6.5886, 4.7774, -2.1075)  0.37

The HOMO energy is -0.34417 Eh. The value obtained for the lowest unoccupied orbital energy is -0.116 Eh. As for the energy above the lowest of the compared OMol25 structures with the same formula, charge and spin: 24.7 kJ/mol. For the gap between HOMO and LUMO, the calculation gives 6.221 eV. For the total energy, the calculation gives -7014.254404 Eh. The charge is +1.



Question: charge of number 1 (C44H54I2MoN6O)?
Answer: +2



Question: Which value of total energy does entry 2 give?
Answer: -7014.254404 Eh



Question: Look up the charge of the first one.
Answer: +2